Below is a single C5H6N2O molecule, with properties calculated with ωB97M-V/def2-TZVPD.

SMILES: ON=c1cc[nH]cc1
electronic energy: -10306.531 eV
ΔE to the lowest compared entry with this formula, charge and spin: 296.49 kJ/mol
LUMO: 0.65 eV

Element x y z (Å)
O (2.0428, -1.0224, -1.8657)
N (0.9809, -1.4758, -1.0300)
C (0.6125, -0.5722, -0.1260)
C (-0.5024, -1.0810, 0.6872)
C (-1.3582, -0.2480, 1.1557)
N (-1.3218, 1.1308, 0.7988)
C (-0.2275, 1.5649, 0.2433)
C (0.8202, 0.8213, -0.2913)
H (2.4451, -1.8300, -2.4065)
H (-0.6281, -2.2368, 0.6765)
H (-2.2039, -0.4335, 1.7950)
H (-2.0356, 1.6999, 1.1351)
H (-0.2631, 2.5844, 0.0591)
H (1.6391, 1.0984, -0.8312)

Mulliken atomic charge list, values in e, 6 entries: atom 1 (O): -0.418, atom 2 (N): -0.464, atom 3 (C): 0.720, atom 4 (C): -0.388, atom 5 (C): -0.389, atom 6 (N): -0.091

Below is a molecular structure, C30H50CeP4Se, with properties calculated with ωB97M-V/def2-TZVPD.

multiplicity: 2
charge: +3
electronic energy: -147323.071 eV
ΔE to the lowest compared entry with this formula, charge and spin: 149.43 kJ/mol
LUMO (spin up / spin down): -10.19 / -10.16 eV

Element x y z (Å)
Ce (0.0786, -1.3830, 0.2919)
P (-0.0121, 2.0824, 1.1888)
P (-2.7330, 0.8253, -0.5487)
P (2.6227, 0.1177, -0.6236)
H (-1.4223, -2.3367, -3.7504)
C (-0.5430, -2.5564, -3.1385)
C (-0.4560, -2.1682, -1.8303)
H (-1.3468, -1.5362, -1.4437)
C (0.3025, 3.6578, 0.3006)
C (-1.3560, 2.7589, 2.2930)
C (1.4869, 2.1838, 2.2796)
C (-3.5875, -0.1186, -1.8715)
C (-4.0729, 0.7922, 0.7326)
C (-3.1813, 2.4332, -1.3442)
C (3.1278, -1.1510, -1.8832)
C (3.9597, -0.2346, 0.6309)
C (3.4176, 1.5760, -1.4740)
H (0.2132, -3.1984, -3.5768)
H (0.3722, -2.7580, -1.2544)
H (0.3596, 4.4927, 1.0219)
H (-0.5232, 3.8277, -0.4014)
H (1.2394, 3.5709, -0.2657)
H (-1.0366, 3.6752, 2.8145)
H (-1.6651, 2.0128, 3.0261)
H (-2.2336, 3.0164, 1.6802)
H (1.5844, 3.1778, 2.7422)
H (2.3820, 2.0105, 1.6632)
H (1.4406, 1.4286, 3.0645)
H (-4.6624, 0.0911, -1.8106)
H (-3.4177, -1.1917, -1.7701)
H (-3.2049, 0.2100, -2.8434)
H (-5.0039, 1.1388, 0.2754)
H (-3.8223, 1.4431, 1.5757)
H (-4.2061, -0.2284, 1.1004)
H (-4.2576, 2.4054, -1.5806)
H (-2.6181, 2.5374, -2.2864)
H (-3.0028, 3.2975, -0.6922)
H (4.2191, -1.0983, -2.0286)
H (2.6244, -0.9531, -2.8403)
H (2.8625, -2.1648, -1.5466)
H (4.8731, -0.5646, 0.1278)
H (3.6280, -1.0503, 1.2817)
H (4.1976, 0.6452, 1.2438)
H (4.4371, 1.3418, -1.8166)
H (3.4918, 2.4550, -0.8170)
H (2.8243, 1.8484, -2.3589)
C (-0.0443, 1.1580, -5.4335)
C (-0.8575, 0.1856, -6.0331)
C (-0.6788, -0.0647, -7.3905)
C (0.3400, 0.5889, -8.0877)
C (0.9727, 1.6927, -7.5247)
C (0.7725, 2.0124, -6.1944)
Se (-0.1301, 1.4023, -3.5578)
H (1.2464, 0.8067, -3.4595)
H (-1.6387, -0.3458, -5.4722)
H (-1.3277, -0.7909, -7.8935)
H (0.6440, 0.2620, -9.0801)
H (1.6101, 2.3253, -8.1249)
H (1.2163, 2.9048, -5.7521)
C (-2.6808, -1.7543, 2.8335)
P (-1.0428, -0.9649, 2.8275)
C (-0.5489, -0.6451, 4.5604)
C (-0.2592, 0.6575, 4.9929)
C (0.1843, 0.8954, 6.2949)
C (0.2596, -0.1448, 7.2289)
C (0.0243, -1.4502, 6.7855)
C (-0.3873, -1.7001, 5.4710)
C (0.1056, -2.3480, 2.5198)
C (1.5056, -2.1546, 2.7449)
C (2.4332, -3.0585, 2.2113)
C (2.0737, -3.8644, 1.1307)
C (0.7123, -3.9876, 0.7764)
C (-0.2758, -3.4225, 1.6447)
H (-3.3954, -1.0786, 3.3305)
H (-2.6729, -2.7122, 3.3723)
H (-3.0190, -1.9476, 1.8034)
H (-0.3466, 1.4800, 4.2900)
H (0.4771, 1.8999, 6.6029)
H (0.5038, 0.0683, 8.2805)
H (0.1870, -2.2610, 7.4969)
H (-0.5598, -2.7273, 5.1542)
H (1.8341, -1.3724, 3.4274)
H (3.4415, -3.1362, 2.6350)
H (2.8212, -4.4874, 0.6311)
H (0.4341, -4.5337, -0.1448)
H (-1.3136, -3.7485, 1.5649)

Mulliken atomic charge list, values in e, 6 entries: atom 1 (Ce): -0.394, atom 2 (P): 0.828, atom 3 (P): 0.979, atom 4 (P): 1.013, atom 5 (H): 0.255, atom 6 (C): -0.496

Below is 4 unconnected molecules or ions with the total composition C12H32O12S4, with properties calculated with ωB97M-V/def2-TZVPD.

SMILES: CCOS(C)(=O)=O.CCOS(C)(=O)=O.CCOS(C)(=O)=O.CCOS(C)(=O)=O
electronic energy: -80870.839 eV
ΔE to the lowest compared entry with this formula, charge and spin: 139.61 kJ/mol
LUMO: 0.17 eV

Element x y z (Å)
C (-1.9724, 1.5300, -0.9908)
C (-3.2050, 0.6724, -0.7213)
O (-3.1134, 0.3770, 0.7036)
S (-4.3582, -0.5243, 1.3075)
C (-3.3902, -1.9843, 1.7226)
O (-4.7315, 0.1985, 2.4912)
O (-5.3272, -0.8024, 0.3056)
H (-2.0550, 2.4416, -0.3973)
H (-1.9769, 1.7922, -2.0486)
H (-0.9882, 1.1312, -0.7430)
H (-4.0718, 1.3151, -0.8621)
H (-3.2459, -0.2461, -1.3038)
H (-4.0191, -2.7133, 2.2349)
H (-2.7479, -1.7032, 2.5593)
H (-2.8331, -2.3541, 0.8679)
C (-0.8904, -1.2903, -4.4705)
C (-2.2964, -0.7115, -4.6505)
O (-2.1851, 0.6459, -5.0605)
S (-3.5061, 1.5717, -4.7825)
C (-3.9446, 2.1175, -6.4746)
O (-4.6280, 0.8230, -4.2665)
O (-3.1003, 2.7414, -4.0589)
H (-0.3550, -0.9391, -5.3584)
H (-0.7890, -2.3660, -4.3503)
H (-0.3360, -0.8773, -3.6253)
H (-2.9306, -1.2672, -5.3485)
H (-2.8249, -0.8272, -3.6989)
H (-3.6050, 3.1499, -6.5750)
H (-5.0148, 2.0163, -6.6011)
H (-3.3021, 1.6640, -7.2292)
C (3.7114, -2.5770, 1.5768)
C (3.0450, -1.9797, 0.3421)
O (1.8774, -2.7533, 0.0325)
S (0.5115, -1.8653, -0.3127)
C (0.1810, -1.1168, 1.3036)
O (0.8242, -0.8101, -1.2518)
O (-0.5011, -2.8309, -0.6478)
H (4.4799, -3.2597, 1.2141)
H (3.0114, -3.1570, 2.1773)
H (4.1061, -1.8358, 2.2708)
H (2.7142, -0.9458, 0.5074)
H (3.7273, -1.8366, -0.4981)
H (0.3426, -1.8170, 2.1138)
H (-0.8732, -0.8521, 1.1946)
H (0.7225, -0.1793, 1.3692)
C (6.1764, 1.5360, 4.4129)
C (5.0394, 1.4743, 3.4200)
O (4.1199, 0.4448, 3.8789)
S (2.5738, 0.6851, 3.4651)
C (2.1012, 1.9292, 4.6946)
O (2.5356, 1.2859, 2.1561)
O (1.8580, -0.5199, 3.8287)
H (6.6439, 2.5162, 4.2554)
H (7.0395, 0.8977, 4.2292)
H (5.7912, 1.4868, 5.4277)
H (4.5452, 2.4456, 3.4035)
H (5.3754, 1.2762, 2.4033)
H (2.4637, 2.8436, 4.2104)
H (2.5788, 1.9268, 5.6657)
H (1.0222, 2.0070, 4.5819)

Mulliken atomic charge list, values in e, 6 entries: atom 1 (C): -0.845, atom 2 (C): -0.166, atom 3 (O): -0.341, atom 4 (S): 1.141, atom 5 (C): -0.821, atom 6 (O): -0.624

Below is 2 unconnected molecules or ions with the total composition C3H7NSi, with properties calculated with ωB97M-V/def2-TZVPD.

electronic energy: -12587.548 eV
ΔE to the lowest compared entry with this formula, charge and spin: 402.41 kJ/mol
LUMO (spin up / spin down): -0.03 / -0.03 eV

Element x y z (Å)
C (1.8692, 0.8069, 0.5280)
C (1.5337, -0.3797, -0.0377)
C (-1.8620, -0.4028, 0.4050)
N (-2.3515, 0.7167, 0.1948)
Si (0.2334, -0.6719, -1.2831)
H (2.3027, 0.8966, 1.4513)
H (1.7824, 1.6392, -0.1457)
H (1.7099, -1.2544, 0.6115)
H (-2.1036, -0.8709, 1.3151)
H (-2.9723, 1.1029, 0.8936)
H (0.1077, -1.9450, -1.7307)
H (-0.2495, 0.3625, -2.2020)

Mulliken atomic charge list, values in e, 6 entries: atom 1 (C): -0.573, atom 2 (C): -0.257, atom 3 (C): -0.328, atom 4 (N): -0.461, atom 5 (Si): 0.557, atom 6 (H): 0.286

> The lowest electronic energy belongs to which entry?

C30H50CeP4Se

> ΔE to the lowest compared entry with this formula, charge and spin of number 3 (C12H32O12S4)?

139.61 kJ/mol

> The highest ΔE to the lowest compared entry with this formula, charge and spin belongs to which entry?

C3H7NSi

> The highest electronic energy belongs to which entry?

C5H6N2O